1.
This record from the Open Molecules 2025 dataset describes C9H19Be2FNO as an isolated structure. The level of theory is ωB97M-V with the def2-TZVPD basis set.

Properties
**Orbital gap**: 3.18 eV
**LUMO**: -16.9 eV
**ΔE to the lowest compared entry with this formula, charge and spin**: 7.39 kcal/mol
**Total charge**: +3

Cartesian coordinates (Å):
1 Be -0.730 -2.929 -0.360
2 Be -1.755 -4.460 -3.634
3 F 0.102 -3.779 -2.460
4 C 0.049 0.726 2.322
5 C -0.737 -0.003 1.158
6 C -1.678 0.981 0.428
7 C -0.981 2.023 -0.488
8 C -0.041 1.306 -1.463
9 C 0.865 0.270 -0.810
10 N 0.131 -0.591 0.163
11 O 1.030 -1.507 0.783
12 C 1.472 -0.709 -1.816
13 C 2.063 1.121 -0.214
14 C -1.546 -1.095 1.861
15 H 0.513 -0.062 2.916
16 H 0.740 1.443 1.894
17 H -0.698 1.170 2.976
18 H -2.417 0.375 -0.108
19 H -2.270 1.495 1.186
20 H -1.788 2.491 -1.050
21 H -0.574 2.796 0.165
22 H 0.561 2.091 -1.918
23 H -0.729 0.863 -2.190
24 H 2.365 -1.232 -1.477
25 H 1.793 -0.193 -2.722
26 H 0.727 -1.453 -2.123
27 H 2.290 0.612 0.720
28 H 1.941 2.198 -0.102
29 H 2.870 1.152 -0.947
30 H -2.084 -1.719 1.114
31 H -0.951 -1.834 2.407
32 H -2.191 -0.694 2.642
33 H 1.658 -0.855 1.150


2.
This record from the Open Molecules 2025 dataset describes C9H19ClCuN5O8S3 as an isolated structure. The level of theory is ωB97M-V with the def2-TZVPD basis set.

Properties
**Orbital gap (spin up / spin down)**: 8.08 / 7.91 eV
**2S+1**: 2
**LUMO (spin up / spin down)**: 2.4 / 2.3 eV
**ΔE to the lowest compared entry with this formula, charge and spin**: 0.00 kcal/mol
**Total charge**: -1

Cartesian coordinates (Å):
1 Cu 0.120 0.540 0.263
2 O 1.812 -2.969 1.414
3 Cl 1.746 -2.073 0.305
4 O 0.365 -1.505 0.274
5 O 1.956 -2.770 -0.921
6 O 2.662 -0.983 0.463
7 C -4.171 2.289 -2.246
8 C -2.656 2.289 -2.122
9 N -2.072 1.008 -2.531
10 C -1.946 -0.047 -1.704
11 S -2.457 -0.044 -0.082
12 N -1.391 -1.165 -2.206
13 C -0.929 -1.383 -3.567
14 C 0.499 -0.946 -3.858
15 H -4.573 3.250 -1.913
16 H -4.608 1.509 -1.623
17 H -4.486 2.125 -3.280
18 H -2.342 2.513 -1.105
19 H -2.207 3.047 -2.761
20 H -1.400 1.058 -3.283
21 H -1.105 -1.826 -1.499
22 H -1.637 -0.900 -4.247
23 H -1.027 -2.455 -3.751
24 H 0.667 0.101 -3.615
25 H 0.725 -1.110 -4.915
26 H 1.204 -1.521 -3.256
27 C 1.784 -2.851 5.057
28 C 0.663 -1.815 4.999
29 C 0.935 -0.724 4.013
30 N 0.122 -0.376 3.085
31 N 0.612 0.618 2.274
32 C 1.815 1.026 2.602
33 N 2.498 1.993 1.969
34 S 2.431 0.187 3.993
35 H 1.528 -3.661 5.744
36 H 2.721 -2.410 5.406
37 H 1.962 -3.273 4.071
38 H 0.489 -1.380 5.988
39 H -0.274 -2.276 4.686
40 H 2.198 2.310 1.041
41 H 3.493 1.994 2.101
42 O -0.071 2.494 0.085
43 S 0.885 2.589 -1.099
44 O 2.201 2.972 -0.596
45 O 0.889 1.122 -1.502
46 O 0.370 3.429 -2.151


3.
This record from the Open Molecules 2025 dataset describes a 2-piece molecular cluster, C9H19ClN3O8P overall. The level of theory is ωB97M-V with the def2-TZVPD basis set.

Properties
**Orbital gap**: 9.14 eV
**LUMO**: -0.7 eV

Cartesian coordinates (Å):
1 C 1.854 -3.155 1.282
2 C 1.314 -2.001 0.237
3 Cl 2.205 -1.960 -1.388
4 C -0.312 -2.067 -0.054
5 O -0.594 -0.985 -1.033
6 C -0.924 0.276 -0.293
7 O -2.194 0.414 0.094
8 N 0.219 1.227 -0.026
9 C 0.782 1.849 -1.283
10 C 2.422 1.840 -1.387
11 C 3.203 1.654 0.044
12 C 4.767 1.152 -0.263
13 O 5.449 1.833 -1.198
14 O 5.404 0.004 0.434
15 P -0.140 2.421 1.247
16 O 0.970 3.588 1.324
17 O 0.034 1.552 2.787
18 O -1.672 3.236 1.091
19 H 2.934 -2.794 1.637
20 H 1.151 -3.103 2.245
21 H 1.891 -4.219 0.795
22 H 1.508 -0.955 0.776
23 H -0.565 -3.146 -0.484
24 H -0.967 -1.974 0.937
25 H 0.394 1.178 -2.192
26 H 0.398 2.938 -1.495
27 H 2.830 0.986 -2.108
28 H 2.760 2.898 -1.818
29 H 2.709 0.891 0.782
30 H 3.323 2.671 0.656
31 H 4.979 -0.857 0.100
32 H 1.005 1.249 2.876
33 H -1.586 4.137 0.662
34 C -6.071 -1.698 -0.674
35 O -6.962 -2.524 -0.793
36 N -4.955 -1.717 -1.425
37 N -6.126 -0.693 0.219
38 H -4.211 -1.046 -1.341
39 H -4.874 -2.458 -2.109
40 H -6.949 -0.642 0.805
41 H -5.403 -0.003 0.332


4.
This record from the Open Molecules 2025 dataset describes C9H19F4N3O9RbS4 as an isolated structure. The level of theory is ωB97M-V with the def2-TZVPD basis set.

Properties
**Orbital gap**: 7.73 eV
**LUMO**: 1.1 eV
**ΔE to the lowest compared entry with this formula, charge and spin**: 100.38 kcal/mol
**Total charge**: -1

Cartesian coordinates (Å):
1 Rb 4.779 -1.151 -26.858
2 N 6.529 -1.331 -22.575
3 S 7.738 -0.698 -23.281
4 O 8.773 -0.093 -22.427
5 O 7.708 -0.179 -24.631
6 F 8.494 -2.157 -23.534
7 S 5.527 0.118 -22.916
8 O 4.999 0.204 -24.267
9 O 6.060 1.212 -22.149
10 F 4.241 -0.406 -22.035
11 N 3.929 -3.411 -22.476
12 S 3.092 -3.426 -24.035
13 O 2.212 -2.330 -24.379
14 O 2.869 -4.624 -24.768
15 F 4.374 -2.878 -24.747
16 S 2.601 -3.733 -21.745
17 O 1.911 -5.024 -22.006
18 O 1.728 -2.627 -21.320
19 F 3.542 -4.106 -20.498
20 C 0.852 -0.018 -27.931
21 C 0.947 -0.454 -29.533
22 C -0.069 0.492 -30.266
23 C 0.430 1.941 -30.422
24 C 1.722 1.807 -31.278
25 C 2.840 0.955 -30.538
26 N 2.287 -0.322 -30.035
27 O 3.231 -1.005 -29.311
28 C 3.910 0.580 -31.630
29 C 3.500 1.909 -29.415
30 C 0.317 -1.811 -29.737
31 H 1.537 -0.605 -27.320
32 H -0.152 -0.021 -27.507
33 H 1.003 1.057 -28.034
34 H -0.257 0.098 -31.266
35 H -0.993 0.533 -29.689
36 H 0.868 2.385 -29.528
37 H -0.294 2.665 -30.795
38 H 2.196 2.783 -31.385
39 H 1.528 1.466 -32.295
40 H 4.391 1.471 -32.034
41 H 4.695 -0.063 -31.232
42 H 3.429 -0.036 -32.391
43 H 2.979 1.759 -28.469
44 H 4.444 1.548 -29.004
45 H 3.653 2.961 -29.654
46 H -0.700 -1.992 -29.387
47 H 0.927 -2.534 -29.196
48 H 0.363 -2.052 -30.799
49 H 3.571 -1.619 -29.967